w | {"formula": "C5H11N3", "method": "the ωB97M-V functional and the def2-TZVPD basis", "gap_ev": 11.8, "molar_mass_g_mol": 113.2, "total_charge": 2, "lumo_ev": -7.3, "elements": ["N", "N", "N", "C", "C", "C", "C", "C", "H", "H", "H", "H", "H", "H", "H", "H", "H", "H", "H"], "positions_angstrom": [[0.15599, -1.53107, 2.40506], [0.43325, -0.82568, -0.05641], [-0.40135, -0.27681, -3.67846], [0.37795, 0.57428, -3.55673], [-1.08270, -0.76113, 2.08547], [-0.12527, -0.86129, 1.07831], [-1.11544, 0.67714, 2.63929], [1.42593, 1.49058, -3.24797], [-2.06466, -1.31589, 1.97387], [1.47588, 2.42769, -3.94224], [0.01884, -2.51589, 2.45464], [-0.53669, 1.29776, 2.02320], [0.60974, -1.18803, 3.21342], [-0.82808, 0.90071, 3.62280], [2.37498, 0.92121, -3.36520], [-1.34135, -0.58551, -3.92689], [-2.02834, 1.09457, 2.53322], [1.34181, -1.30844, -0.07864], [1.30952, 1.78580, -2.17672]], "mulliken_charge": [-0.19, -0.42, -0.01, 0.36, 0.21, 0.29, -1.42, -0.69, 0.39, 0.37, 0.29, 0.42, 0.31, 0.43, 0.31, 0.37, 0.40, 0.29, 0.28]}


x | {"formula": "C5H11N3", "method": "the ωB97M-V functional and the def2-TZVPD basis", "gap_ev": 7.1, "molar_mass_g_mol": 113.2, "total_charge": 2, "lumo_ev": -11.5, "elements": ["N", "N", "N", "C", "C", "C", "C", "C", "H", "H", "H", "H", "H", "H", "H", "H", "H", "H", "H"], "positions_angstrom": [[-0.17103, -1.47366, -1.50359], [2.34944, 1.60106, 0.51436], [1.61465, -0.31965, -0.68557], [2.58622, 0.54442, -0.09401], [-0.79445, -0.38350, 1.61667], [-0.75655, -0.00258, 0.23295], [-1.67474, 0.93634, -0.34880], [0.30522, -0.57708, -0.66492], [3.58399, 0.15204, -0.32911], [2.09685, -0.90895, -1.36957], [-1.60290, -1.12017, 1.78457], [-2.61615, 1.01232, 0.20127], [-1.23602, 1.94784, -0.24684], [0.41653, -1.98824, -2.15327], [-1.83091, 0.82420, -1.42349], [-1.15274, -1.72891, -1.53692], [-1.12867, 0.44934, 2.25181], [3.10559, 2.16887, 0.88253], [0.11953, -0.83795, 1.99727]], "mulliken_charge": [-0.29, -0.44, -0.19, -0.06, -1.09, 0.68, -1.15, 0.56, 0.38, 0.27, 0.42, 0.43, 0.40, 0.25, 0.44, 0.26, 0.42, 0.31, 0.40]}


Which of them is least stable? Easy: w.


w | {"formula": "C15H18ClNO3", "method": "the ωB97M-V functional and the def2-TZVPD basis", "gap_ev": 8.9, "smiles": "Cc1ccc(C)c(NC2=C(Cl)C(=O)O[C@H]2OC(C)C)c1", "molar_mass_g_mol": 295.8, "lumo_ev": 0.5, "elements": ["Cl", "O", "O", "O", "N", "C", "C", "C", "C", "C", "C", "C", "C", "C", "C", "C", "C", "C", "C", "C", "H", "H", "H", "H", "H", "H", "H", "H", "H", "H", "H", "H", "H", "H", "H", "H", "H", "H"], "positions_angstrom": [[-0.99081, 1.88351, -1.38224], [-0.01169, 2.04888, 2.40579], [0.60984, -0.14274, 2.94609], [-1.43000, 3.43006, 1.32877], [1.11782, -0.40904, 0.06039], [-0.73280, -0.51947, 3.29904], [0.49288, 0.63725, 0.62239], [0.87493, -0.98766, -1.19732], [-0.59813, -1.36201, 4.56200], [0.78166, 0.93298, 2.09244], [0.41815, -2.16389, -3.65607], [1.96395, -1.45904, -1.93966], [-0.41905, -1.13477, -1.67374], [-1.42873, -1.30033, 2.18559], [1.70832, -2.04615, -3.16797], [-2.06844, -1.83686, -3.41095], [-0.70511, 2.48032, 1.29721], [-0.66206, -1.71123, -2.91331], [3.36234, -1.32014, -1.41706], [-0.36463, 1.59178, 0.18914], [1.84238, 1.21228, 2.21676], [-2.53356, -0.85399, -3.46911], [-1.24998, -0.80602, -1.07114], [-1.30055, 0.39222, 3.52289], [-2.09467, -2.29474, -4.39611], [-0.06369, -0.80234, 5.32380], [-2.37143, -1.69134, 2.55862], [4.08107, -1.61677, -2.17601], [-1.58157, -1.62696, 4.93845], [0.25310, -2.61699, -4.62230], [-0.04130, -2.26908, 4.34252], [2.53599, -2.41075, -3.75889], [-0.80584, -2.13250, 1.86432], [3.56632, -0.28909, -1.13038], [-2.66054, -2.44427, -2.72757], [3.51552, -1.95359, -0.54150], [1.80962, -0.86423, 0.64113], [-1.63923, -0.66422, 1.33008]], "mulliken_charge": [-0.16, -0.41, -0.36, -0.59, 0.04, 0.67, -0.54, 0.28, -1.57, 0.10, -0.91, 0.75, -0.02, -1.17, -0.87, -1.44, 0.27, 0.45, -1.63, 0.56, 0.36, 0.30, 0.65, 0.27, 0.36, 0.40, 0.50, 0.39, 0.40, 0.35, 0.35, 0.35, 0.27, 0.33, 0.34, 0.36, 0.34, 0.22]}


x | {"formula": "C15H18ClNO3", "method": "the ωB97M-V functional and the def2-TZVPD basis", "gap_ev": 8.6, "smiles": "COc1ccc(NC(=O)[C@H](C/C=C(/C)Cl)C(C)=O)cc1", "molar_mass_g_mol": 295.8, "lumo_ev": 0.6, "elements": ["Cl", "O", "O", "O", "N", "C", "C", "C", "C", "C", "C", "C", "C", "C", "C", "C", "C", "C", "C", "C", "H", "H", "H", "H", "H", "H", "H", "H", "H", "H", "H", "H", "H", "H", "H", "H", "H", "H"], "positions_angstrom": [[-1.93333, -2.51798, 0.26258], [-0.02733, 2.42073, -0.22920], [5.71058, -0.79276, -0.01882], [-3.75711, 2.49987, -0.53465], [0.25091, 0.19600, 0.18491], [-2.83971, 2.27470, 0.21173], [2.14435, -1.26020, 0.31606], [1.64078, 0.02540, 0.11647], [-2.42833, 0.17336, -1.13020], [6.65723, 0.21571, -0.27441], [-2.43947, 3.19152, 1.32853], [4.39120, -0.45242, 0.01106], [-1.98634, 1.01471, 0.08824], [-4.62359, -2.76549, 0.22708], [-3.49862, -1.87048, -0.16332], [2.52568, 1.06449, -0.13583], [3.88882, 0.82783, -0.18852], [-0.48031, 1.32053, -0.00580], [3.49899, -1.49624, 0.26458], [-3.58964, -0.70038, -0.77632], [1.46433, -2.07738, 0.51144], [-2.25890, 2.64084, 2.24803], [-4.53025, -3.73246, -0.26726], [-4.61736, -2.93884, 1.30316], [2.14858, 2.06067, -0.29371], [6.50486, 0.67070, -1.25850], [-2.14056, 0.43525, 1.00580], [6.63255, 0.99510, 0.49417], [4.54667, 1.65860, -0.38758], [-3.19987, 3.95171, 1.48405], [-1.50587, 3.67103, 1.03379], [-0.26047, -0.66103, 0.36504], [-2.71780, 0.85881, -1.92694], [7.62718, -0.27875, -0.25351], [-4.57324, -0.31809, -1.00249], [-5.57112, -2.31454, -0.05398], [3.89650, -2.48679, 0.41739], [-1.59710, -0.44033, -1.48229]], "mulliken_charge": [-0.22, -0.68, -0.45, -0.58, 0.14, 0.51, -0.54, 0.52, -1.11, -0.82, -1.36, 0.69, 0.54, -1.28, 0.91, -0.69, -0.36, 0.16, -0.65, -0.74, 0.30, 0.35, 0.32, 0.32, 0.49, 0.33, 0.38, 0.33, 0.38, 0.38, 0.33, -0.18, 0.40, 0.23, 0.31, 0.35, 0.42, 0.57]}


Which of them is least stable? Easy: x.


w | {"formula": "C2H9N2", "method": "the ωB97M-V functional and the def2-TZVPD basis", "gap_ev": 9.2, "smiles": "NCC[NH3+]", "molar_mass_g_mol": 61.1, "total_charge": 1, "lumo_ev": -4.1, "elements": ["N", "N", "C", "C", "H", "H", "H", "H", "H", "H", "H", "H", "H"], "positions_angstrom": [[0.88353, 1.33561, 0.45094], [-0.89013, -1.68717, -0.94358], [-0.46267, 0.67905, 0.15345], [-0.18166, -0.87121, 0.24778], [-0.19083, -2.03581, -1.45010], [-0.48101, -1.33888, 1.20422], [-1.07675, 0.97681, 1.05852], [1.23131, 1.06935, 1.36966], [-0.74831, 1.00046, -0.86593], [1.65476, 1.04554, -0.15620], [-1.55352, -1.46179, -1.68621], [0.92696, 2.39582, 0.48789], [0.88833, -1.10779, 0.12958]], "mulliken_charge": [-0.45, -0.54, -0.32, -0.48, 0.20, 0.31, 0.28, 0.36, 0.37, 0.36, 0.26, 0.38, 0.30]}


x | {"formula": "C2H9N2", "method": "the ωB97M-V functional and the def2-TZVPD basis", "gap_ev": 12.0, "molar_mass_g_mol": 61.1, "total_charge": 1, "lumo_ev": -3.8, "elements": ["N", "N", "C", "C", "H", "H", "H", "H", "H", "H", "H", "H", "H"], "positions_angstrom": [[0.43640, -0.04158, -0.15433], [-2.10523, -0.13124, 0.30808], [1.02426, -0.83272, -0.96172], [1.19498, 0.95659, 0.61408], [-2.68332, -0.36231, -0.50005], [0.40230, -1.51834, -1.51709], [1.10253, 1.91511, 0.10474], [2.10285, -0.81670, -1.00180], [0.79431, 0.94984, 1.62300], [2.23253, 0.63714, 0.71191], [-0.81140, -0.08840, -0.15003], [-2.53634, 0.62116, 0.84439], [-2.25357, -0.93119, 0.93080]], "mulliken_charge": [-0.09, -0.82, -0.11, -0.81, 0.32, 0.24, 0.32, 0.27, 0.30, 0.32, 0.42, 0.30, 0.33]}


y | {"formula": "C2H9N2", "method": "the ωB97M-V functional and the def2-TZVPD basis", "gap_ev": [8.8, 8.8], "molar_mass_g_mol": 61.1, "total_charge": 1, "lumo_ev": [-3.9, -3.8], "elements": ["N", "N", "C", "C", "H", "H", "H", "H", "H", "H", "H", "H", "H"], "positions_angstrom": [[1.40410, -1.04878, 0.09549], [0.71659, 1.24051, 0.17145], [0.55996, -0.10945, -0.44456], [-1.95538, -0.36947, 0.01150], [1.53752, 1.74584, -0.20181], [0.50918, -0.07265, -1.52037], [-0.12921, 1.79804, -0.00350], [0.84381, 1.12965, 1.18689], [1.29122, -1.29215, 1.07270], [1.58156, -1.85549, -0.48613], [-2.03672, 0.24685, 0.88576], [-2.31541, 0.01632, -0.92025], [-2.00722, -1.42921, 0.15282]], "mulliken_charge": [-0.49, -0.36, -0.26, -0.94, 0.36, 0.41, 0.39, 0.34, 0.23, 0.28, 0.37, 0.36, 0.32]}


Which of them is least stable? Easy: y.


w | {"formula": "C4H5NO4", "method": "the ωB97M-V functional and the def2-TZVPD basis", "gap_ev": 7.6, "molar_mass_g_mol": 131.1, "lumo_ev": -1.6, "elements": ["O", "O", "O", "O", "N", "C", "C", "C", "C", "H", "H", "H", "H", "H"], "positions_angstrom": [[-1.04115, 1.96517, 0.08678], [0.98227, 1.13441, 0.78797], [-0.91806, -0.31273, 0.59003], [-2.18662, -0.31307, -2.11616], [1.25230, -0.08382, -1.79240], [-1.11584, -0.22191, -1.76633], [-0.10531, -1.27886, 1.24848], [-0.26727, 1.01360, 0.13718], [0.14416, 0.26688, -1.29959], [0.25404, -0.88727, 2.20083], [-0.73063, -2.15581, 1.41636], [0.76501, -1.56258, 0.64268], [1.99211, 0.39999, -1.27282], [0.97500, 2.03600, 1.13699]], "mulliken_charge": [-0.71, -0.52, -0.41, -0.15, -0.61, 0.66, -0.62, 0.87, 0.04, 0.23, 0.24, 0.33, 0.33, 0.32]}


x | {"formula": "C4H5NO4", "method": "the ωB97M-V functional and the def2-TZVPD basis", "gap_ev": 8.6, "molar_mass_g_mol": 131.1, "lumo_ev": 0.5, "elements": ["O", "O", "O", "O", "N", "C", "C", "C", "C", "H", "H", "H", "H", "H"], "positions_angstrom": [[-1.13993, 2.10421, -0.58499], [0.79967, 0.17790, -1.16297], [-2.10595, 0.70973, 0.96552], [2.74955, 0.30667, 0.97706], [0.38794, -2.26865, -0.06671], [-0.32033, -1.29936, 0.49180], [-0.16271, -0.07295, -0.17653], [-1.06857, 0.91326, 0.12941], [2.53886, 1.01890, 0.11640], [-1.70825, 2.81307, -0.11882], [0.57790, -3.12296, 0.39537], [0.69597, -2.16349, -0.92882], [0.76929, 1.07694, -1.31028], [-2.01342, -0.19327, 1.27356]], "mulliken_charge": [-0.52, -0.64, -0.53, -0.16, -0.13, -1.31, 1.13, 0.51, 0.12, 0.37, 0.23, 0.19, 0.33, 0.41]}


Which of them is least stable? Easy: w.


w | {"formula": "C7H8N2O3", "method": "the ωB97M-V functional and the def2-TZVPD basis", "gap_ev": 9.4, "smiles": "COC(=O)c1cnc(OC)cn1", "molar_mass_g_mol": 168.2, "lumo_ev": -0.1, "elements": ["O", "O", "O", "N", "N", "C", "C", "C", "C", "C", "C", "C", "H", "H", "H", "H", "H", "H", "H", "H"], "positions_angstrom": [[-0.79640, 0.04676, -2.90996], [-0.27335, 1.95141, -2.05452], [0.72834, -1.58566, 2.84590], [0.60577, 0.35206, 1.53970], [-0.13577, -1.31688, -0.56796], [-1.55468, 1.06708, -3.81559], [1.31943, -0.81040, 3.81712], [0.19076, 0.88156, 0.37274], [-0.26180, 0.71701, -1.95321], [0.63221, -0.97771, 1.59796], [0.15251, -1.76188, 0.55632], [-0.02445, 0.04293, -0.70250], [1.27288, -1.60406, 4.71787], [0.25085, -2.82606, 0.70353], [-1.68272, 0.51235, -4.87731], [-0.98682, 2.01967, -4.09122], [0.69180, 0.16948, 4.07163], [0.02268, 2.02744, 0.34036], [-2.46823, 1.48750, -3.12821], [2.31700, -0.39259, 3.53734]], "mulliken_charge": [-0.33, -0.65, -0.31, -0.43, -0.47, -0.58, -0.57, -0.36, 0.43, 0.54, -0.13, 0.61, 0.20, 0.39, 0.25, 0.27, 0.25, 0.34, 0.25, 0.30]}


x | {"formula": "C7H8N2O3", "method": "the ωB97M-V functional and the def2-TZVPD basis", "gap_ev": 9.8, "smiles": "C[C@@H](O)C(=O)O.N#C/C=C\\C#N", "molar_mass_g_mol": 168.2, "lumo_ev": -0.5, "elements": ["O", "O", "O", "N", "N", "C", "C", "C", "C", "C", "C", "C", "H", "H", "H", "H", "H", "H", "H", "H"], "positions_angstrom": [[0.25066, -0.14699, 0.87970], [3.46182, -0.45426, -0.67170], [1.81803, -1.93573, -0.31995], [-2.71909, 2.09853, -0.88721], [-3.91388, -1.96291, -1.19972], [1.48535, 0.33455, 0.41262], [-2.05578, 0.24547, 0.81581], [1.27753, 1.47255, -0.57775], [-3.24930, -1.53143, -0.35038], [2.24263, -0.82627, -0.21698], [-2.42949, -1.02475, 0.71036], [-2.42498, 1.25643, -0.12842], [-1.44394, 0.58912, 1.64357], [0.68324, 2.26456, -0.10173], [2.23626, 1.90023, -0.90801], [2.08391, 0.72212, 1.25191], [3.84425, -1.25416, -1.04621], [-2.10864, -1.75214, 1.46259], [0.25162, -1.11860, 0.68537], [0.70979, 1.12369, -1.45387]], "mulliken_charge": [-0.44, -0.43, -0.58, -0.42, -0.40, 0.28, 0.27, -1.34, 0.08, 0.57, -0.35, 0.05, 0.30, 0.36, 0.39, 0.21, 0.36, 0.48, 0.29, 0.32]}


Which of them is least stable? Easy: w.


w | {"formula": "C7H8N2O2", "method": "the ωB97M-V functional and the def2-TZVPD basis", "gap_ev": 8.6, "smiles": "C=C1C=CC=C[C@H]1O/N=N\\O", "molar_mass_g_mol": 152.2, "lumo_ev": 0.1, "elements": ["O", "O", "N", "N", "C", "C", "C", "C", "C", "C", "C", "H", "H", "H", "H", "H", "H", "H", "H"], "positions_angstrom": [[0.43891, 1.87440, -3.68303], [-0.44539, 0.52791, -1.73643], [-1.10286, 1.68852, -2.09719], [-0.73718, 2.36538, -3.02337], [0.64977, -1.81766, -0.91860], [0.28346, -0.11706, 2.26384], [-0.25892, 1.15738, 1.78157], [-0.78659, 1.24445, 0.54791], [0.13522, -0.95481, -0.06768], [0.55526, -1.03565, 1.36318], [-0.80305, 0.13247, -0.38257], [0.75110, 2.33114, -4.39443], [-1.25789, 2.21865, 0.04044], [1.40935, -2.28030, -0.43963], [0.76102, -0.19890, 3.23693], [-1.82300, -0.31230, -0.57183], [0.63309, -1.74551, -2.05012], [1.18767, -2.00417, 1.62409], [-0.42054, 1.88821, 2.57222]], "mulliken_charge": [-0.37, -0.10, 0.05, -0.34, -1.02, -0.62, -0.35, -0.50, 0.55, -0.26, 0.75, 0.32, 0.27, 0.36, 0.34, 0.17, 0.28, 0.13, 0.33]}


x | {"formula": "C7H8N2O2", "method": "the ωB97M-V functional and the def2-TZVPD basis", "gap_ev": [6.9, 5.7], "molar_mass_g_mol": 152.2, "lumo_ev": [-0.8, -1.1], "elements": ["O", "O", "N", "N", "C", "C", "C", "C", "C", "C", "C", "H", "H", "H", "H", "H", "H", "H", "H"], "positions_angstrom": [[3.33303, -0.06453, -0.60603], [2.32214, 1.84855, -0.29753], [2.51328, 0.67168, -0.10318], [1.69771, -1.90896, 0.05483], [-1.81724, 1.36986, 0.82972], [-0.19105, -0.42643, 0.38476], [0.92623, -1.08984, 0.81012], [-0.85738, 0.45190, 1.19579], [-0.82971, -0.60860, -0.91885], [-1.82090, 0.24538, -1.27520], [-2.31485, 1.28351, -0.48626], [2.39911, -2.27456, 0.51405], [-0.49909, 0.48705, 2.27537], [-2.19910, 0.11127, -2.36119], [-3.10334, 2.03269, -0.74395], [1.33509, -0.95947, 1.74716], [-2.00290, 2.17376, 1.51666], [1.72904, -2.05727, -0.92713], [-0.62007, -1.28598, -1.60913]], "mulliken_charge": [-0.52, -0.52, 0.51, -0.30, -0.50, 1.00, -0.44, -0.26, -0.66, -0.30, -0.45, 0.19, 0.19, 0.21, 0.33, 0.37, 0.38, 0.22, 0.54]}


y | {"formula": "C7H8N2O2", "method": "the ωB97M-V functional and the def2-TZVPD basis", "gap_ev": 10.3, "smiles": "Cc1ccccc1/N=[N+](/[O-])O", "molar_mass_g_mol": 152.2, "lumo_ev": 0.7, "elements": ["O", "O", "N", "N", "C", "C", "C", "C", "C", "C", "C", "H", "H", "H", "H", "H", "H", "H", "H"], "positions_angstrom": [[-3.80552, -0.29343, -0.09218], [-2.02199, -0.25534, 1.32248], [-1.81651, 0.12830, -0.90061], [-2.61529, -0.09555, -0.03251], [0.54508, -0.56897, 0.02969], [0.00672, -1.96787, 0.22080], [-0.18032, 0.44087, -0.51068], [1.84439, -0.22204, 0.27733], [2.35255, 1.02617, -0.00815], [0.22796, 1.72224, -0.92065], [1.56936, 2.00704, -0.56376], [-0.42158, -2.16242, -0.83347], [3.33407, 1.26811, 0.19783], [-0.89407, -1.87048, 0.94380], [-2.74866, -0.70983, 1.78901], [2.41976, -0.99839, 0.75147], [-0.40914, 2.43407, -1.49316], [0.59810, -2.87277, 0.55295], [2.01509, 2.99031, -0.73019]], "mulliken_charge": [-0.70, -0.47, -0.83, 1.22, 0.49, -1.17, 1.06, -0.57, -0.73, -0.78, -0.31, 0.29, 0.45, 0.20, 0.35, 0.38, 0.38, 0.38, 0.34]}


Which of them is least stable? Easy: w.